27
Properties=species:S:1:pos:R:3:nbo_charge:R:1 method="wB97M-V/def2-TZVPD" spin_multiplicity=1 total_energy_ev=-12676.763 homo_ev=-8.614
C 3.6590 1.3184 0.8137 -0.39
C 3.0811 0.5859 -0.4274 -0.61
C 3.3139 0.5509 2.0804 -0.61
H 3.1067 2.2606 0.8527 0.19
H 4.7163 1.5248 0.6404 0.20
H 3.3205 1.1162 -1.3447 0.21
H 3.3475 -0.4690 -0.4079 0.20
H 2.2314 0.4534 2.1575 0.21
H 2.0032 0.5837 -0.3037 0.20
H 3.5990 1.1150 2.9687 0.21
H 3.8032 -0.4140 2.1645 0.20
C -1.5043 2.4214 -1.1052 -0.62
C -2.5350 0.4201 0.0799 -0.20
C -1.5309 0.9635 -0.7064 -0.04
C -2.5938 -0.9535 0.3223 -0.25
C -0.4535 0.1519 -1.0648 -0.20
C -1.5398 -1.7640 -0.0562 0.28
C -0.4684 -1.1910 -0.7296 -0.27
O -1.5860 -3.0936 0.3116 -0.68
H -3.3785 1.0487 0.3289 0.21
H -3.4037 -1.3144 0.9471 0.22
H -0.6321 2.9376 -0.7076 0.22
H -2.3911 2.9195 -0.7149 0.21
H 0.4107 0.5512 -1.5684 0.21
H 0.4115 -1.7993 -0.8875 0.21
H -1.3017 -3.6335 -0.4377 0.48
H -1.4806 2.5234 -2.1860 0.22



54
Properties=species:S:1:pos:R:3:mulliken_charge:R:1 method="wB97M-V/def2-TZVPD" total_charge=-2 spin_multiplicity=1 total_energy_ev=-81318.777 homo_ev="-0.140 / 0.771"
Pb 0.3887 -0.4989 -0.7689 0.41
C 2.7920 3.2652 -1.8395 -1.73
C 2.3575 1.9996 -1.1423 0.53
N 2.1448 0.9281 -1.8110 0.82
N 2.3517 1.0011 -3.1693 -1.47
C 1.4004 0.6228 -3.9870 0.53
N 1.8284 0.7020 -5.3368 -0.65
S -0.2117 0.1013 -3.7244 -0.36
C 2.2066 2.0589 0.3473 0.61
C 2.9190 3.0419 1.0444 -0.82
C 2.7694 3.1662 2.4147 -0.43
C 1.9061 2.3099 3.0762 -0.83
C 1.2510 1.3474 2.3209 -0.50
N 1.3967 1.2254 1.0142 0.63
H 2.3019 3.3081 -2.8090 0.39
H 3.8731 3.2640 -2.0124 0.26
H 2.5249 4.1504 -1.2643 0.51
H 2.8099 0.4721 -5.4216 0.24
H 1.2379 0.1189 -5.9098 0.26
H 3.5963 3.7002 0.5190 0.43
H 3.3243 3.9246 2.9558 0.36
H 1.7506 2.3662 4.1463 0.37
H 0.5790 0.6286 2.7826 0.46
Cl 3.3867 -1.2574 0.5577 -0.18
C 2.4603 -2.4573 1.6008 -0.61
Cl 0.1820 -2.6591 1.5457 -0.50
H 2.6443 -2.1601 2.6290 0.30
H 2.8432 -3.4443 1.3543 0.29
N -2.0883 -4.0428 -2.4762 -0.46
C -1.1975 -3.1131 -2.0033 0.59
O -1.5515 -1.9561 -1.8546 -0.57
C 0.2080 -3.6213 -1.7257 -0.36
C 1.2745 -2.5434 -1.8698 -1.29
H -2.9918 -3.7119 -2.7651 0.27
H -1.7675 -4.9427 -2.7785 0.18
H 0.3644 -4.4825 -2.4001 0.42
H 0.2147 -3.9921 -0.6972 0.19
H 1.4381 -2.2631 -2.9120 0.45
H 2.2044 -2.8531 -1.3975 0.33
F -6.5777 0.4698 3.1511 -0.27
C -5.3869 0.9068 3.6268 0.80
F -5.2844 0.3924 4.8757 -0.27
F -5.5075 2.2403 3.7766 -0.30
C -4.2427 0.5097 2.7498 0.67
C -4.0133 -0.8374 2.5097 -1.17
C -2.9488 -1.1860 1.6906 -0.23
N -2.1318 -0.2895 1.1332 0.28
C -2.3725 0.9964 1.3609 -0.18
C -3.4162 1.4497 2.1654 -1.07
H -4.6447 -1.6016 2.9463 0.34
H -2.7519 -2.2261 1.4745 0.37
H -1.6731 1.6442 0.8176 0.53
H -3.5697 2.5091 2.3163 0.43
O -0.6012 1.3182 -0.8269 -0.98



13
Properties=species:S:1:pos:R:3:nbo_charge:R:1 method="wB97M-V/def2-TZVPD" spin_multiplicity=1 total_energy_ev=-14544.760 homo_ev=-9.260
S -2.6935 1.7814 0.0458 -0.31
H -2.0265 1.6717 -1.1068 0.15
C 1.0509 -0.0932 1.0563 -0.62
C 0.9205 -0.2627 -0.4470 -0.22
N -0.4440 -0.6668 -0.8357 -0.84
H 1.9993 0.3728 1.3243 0.22
H 0.2437 0.4462 1.5679 0.21
H 1.0076 -1.0576 1.5768 0.20
H 1.3581 0.5019 -1.0877 0.19
H 1.6522 -1.0817 -0.5951 0.15
H -0.6982 -1.4308 -0.2322 0.36
H -0.3510 -0.9197 -1.8071 0.36
H -2.0192 0.7384 0.5406 0.15



Maximum force / eV Å⁻¹: 1.34 1.92 1.84
Energy above the lowest of the compared OMol25 structures with the same formula, charge and spin / kJ/mol: 92.8 286.2 51.5